Here is an isolated ion of composition C4H9N2 and charge +1 at a distorted geometry from the Open Molecules 2025 dataset. Energies are from ωB97M-V/def2-TZVPD.

CARTESIAN COORDINATES (ANGSTROEM)
N (2.468229, 0.006596, -0.400058)
C (-0.994206, -0.162566, 0.078383)
H (-3.027065, 0.382282, 0.626660)
H (-2.719129, 0.484936, -1.079930)
C (-2.180686, 0.651747, -0.194306)
H (2.344706, 0.432775, -1.274688)
C (-0.341591, -1.447309, 0.051560)
H (2.533242, -0.997952, -0.324452)
H (1.636440, 0.498616, 1.613224)
H (-1.821003, 1.762212, -0.099218)
C (1.484328, 0.633553, 0.458534)
H (-0.649472, -2.099987, 0.764754)
H (-0.146296, -1.762398, -0.980390)
H (1.161022, 1.740009, 0.334374)
N (0.251481, -0.122511, 0.425559)

Force components x, y, z for each atom (eV/Å):
N -0.99 1.80 2.13
C 1.30 1.01 0.13
H 2.14 0.77 -1.49
H -0.12 -0.51 -1.55
C -0.04 2.13 3.71
H 0.39 -0.26 -1.74
C 0.43 1.44 -2.82
H 0.02 0.15 -0.24
H 0.96 0.61 -2.03
H -1.22 -1.94 -0.16
C 0.48 0.11 3.29
H -0.03 -2.16 2.18
H 0.25 -0.45 0.54
H 1.17 -1.87 -0.41
N -4.74 -0.82 -1.55

Values from the calculation:
**HOMO-LUMO gap**: 9.88 eV
**Molar mass**: 85.130 g mol⁻¹
**Lowest unoccupied orbital energy**: -4.56 eV
**Total charge**: +1
**2S+1**: 1
**Highest occupied orbital energy**: -0.5308 Eh

List of natural (NBO) charges in e, atom by atom: atom 1 (N): -0.80, atom 2 (C): 0.47, atom 3 (H): 0.31, atom 4 (H): 0.29, atom 5 (C): -0.72, atom 6 (H): 0.39, atom 7 (C): -0.22, atom 8 (H): 0.40, atom 9 (H): 0.23, atom 10 (H): 0.27, atom 11 (C): -0.07, atom 12 (H): 0.23, atom 13 (H): 0.22, atom 14 (H): 0.25, atom 15 (N): -0.24